# 1
Here is C31H26N6O3SSrTe as an isolated structure from OMol25. Energies are from ωB97M-V with the def2-TZVPD basis set.

As for the total charge: -2. The frontier orbital gap comes out at 6.0 eV. For the energy above the lowest of the compared OMol25 structures with the same formula, charge and spin, the calculation gives 11.3 kcal per mole. The value obtained for the LUMO energy is 4.25 eV.

Geometry as XYZ:
```
69
C31H26N6O3SSrTe (ωB97M-V with the def2-TZVPD basis set)
Sr -0.777 0.737 -0.074
O -0.996 0.848 -2.480
C -0.795 0.111 -3.520
C -0.912 0.619 -4.838
C -0.710 -0.188 -5.948
C -0.388 -1.533 -5.808
C -0.268 -2.056 -4.521
C -0.449 -1.267 -3.399
C -0.327 -1.814 -2.033
N -0.948 -2.859 -1.670
N -0.793 -3.293 -0.361
C -1.263 -2.503 0.564
O -1.775 -1.337 0.432
C -1.162 -3.049 1.963
C -1.191 -2.160 3.033
C -0.982 -2.610 4.330
C -0.768 -3.959 4.574
C -0.764 -4.858 3.512
C -0.956 -4.406 2.214
H -1.209 1.657 -4.951
H -0.818 0.239 -6.941
H -0.236 -2.162 -6.676
H -0.026 -3.103 -4.373
H 0.325 -1.274 -1.332
H -1.334 -1.108 2.827
H -0.952 -1.894 5.143
H -0.592 -4.308 5.585
H -0.602 -5.914 3.697
H -0.935 -5.085 1.371
O 0.497 0.638 1.911
C 1.064 0.210 2.981
C 0.743 0.761 4.252
C 1.247 0.237 5.423
C 2.107 -0.862 5.412
C 2.459 -1.400 4.182
C 1.982 -0.879 2.985
C 2.383 -1.515 1.714
N 3.153 -1.021 0.769
C 3.221 -1.994 -0.202
C 2.494 -3.086 0.162
N 1.989 -2.780 1.399
H 0.056 1.599 4.261
H 0.959 0.686 6.369
H 2.496 -1.280 6.332
H 3.137 -2.248 4.138
H 3.779 -1.842 -1.114
H 2.247 -4.000 -0.349
H 1.257 -3.282 1.880
Te -1.724 3.525 1.406
C -2.891 4.795 0.189
C -2.606 6.066 -0.242
C -3.617 6.641 -1.063
C -4.675 5.804 -1.257
S -4.424 4.320 -0.432
H -1.685 6.566 0.025
H -3.554 7.632 -1.494
H -5.565 5.981 -1.841
C 0.188 3.940 -2.412
C 1.165 2.835 -2.214
N 1.695 2.482 -1.066
C 2.446 1.349 -1.328
C 2.363 1.035 -2.650
N 1.580 2.017 -3.217
H -0.762 3.534 -2.765
H 0.549 4.676 -3.134
H 0.012 4.426 -1.454
H 2.965 0.825 -0.540
H 2.759 0.219 -3.229
H 1.111 1.923 -4.105
```

# 2
Here is C31H27Cl2N2O5W as an isolated structure at a distorted geometry from OMol25. Energies are from ωB97M-V with the def2-TZVPD basis set.

As for the total charge: +1. The frontier orbital gap (spin up / spin down) comes out at 5.2 / 5.1 eV. For the energy above the lowest of the compared OMol25 structures with the same formula, charge and spin, the calculation gives 48.1 kcal per mole. The value obtained for the LUMO energy (spin up / spin down) is -5.28 / -5.30 eV.

Geometry as XYZ:
```
68
C31H27Cl2N2O5W (ωB97M-V with the def2-TZVPD basis set)
W -0.174 -0.379 0.171
C -3.222 3.025 0.033
C -1.843 2.697 -0.441
C -0.808 2.473 0.475
C 0.523 2.278 0.032
C 1.686 2.321 1.005
C 0.766 2.285 -1.354
C -0.268 2.472 -2.273
C 0.042 2.485 -3.737
C -1.557 2.685 -1.805
H -3.350 4.108 0.060
H -3.397 2.635 1.033
H -3.961 2.625 -0.654
H -1.013 2.595 1.535
H 2.241 1.377 1.065
H 1.341 2.581 2.004
H 2.392 3.083 0.671
H 1.785 2.219 -1.716
H 0.495 1.538 -4.028
H 0.752 3.278 -3.964
H -0.858 2.640 -4.326
H -2.357 2.865 -2.510
C -4.612 -0.043 -0.806
O -4.233 0.323 -2.127
C -3.207 -0.392 -2.678
C -3.368 -0.963 -3.939
C -2.366 -1.727 -4.513
C -1.182 -1.972 -3.839
C -0.971 -1.375 -2.601
C 0.261 -1.531 -1.796
N 0.990 -0.384 -1.524
N 2.336 -0.603 -1.299
C 2.619 -0.861 -0.062
O 1.614 -0.882 0.821
C 3.991 -1.077 0.379
C 5.040 -0.888 -0.522
C 6.341 -1.105 -0.117
C 6.605 -1.533 1.175
C 5.566 -1.719 2.074
C 4.261 -1.473 1.690
C -1.972 -0.554 -2.039
O -1.668 -0.004 -0.832
H -3.775 0.022 -0.093
H -5.016 -1.059 -0.791
H -5.397 0.655 -0.521
H -4.307 -0.811 -4.445
H -2.516 -2.148 -5.493
H -0.420 -2.596 -4.277
H 0.858 -2.433 -1.991
H 4.811 -0.567 -1.525
H 7.155 -0.953 -0.809
H 7.621 -1.715 1.486
H 5.776 -2.056 3.077
H 3.446 -1.590 2.390
Cl -1.381 -2.654 7.011
C -1.139 -1.859 5.507
C -0.677 -0.538 5.517
C -0.476 0.111 4.311
Cl 0.055 1.746 4.280
C -0.692 -0.529 3.088
O -0.516 0.120 1.925
C -1.134 -1.896 3.083
C -1.305 -2.582 1.871
O -0.928 -2.099 0.700
C -1.372 -2.529 4.328
H -0.488 -0.036 6.452
H -1.746 -3.576 1.857
H -1.700 -3.554 4.340
```

# 3
Here is C31H27ClFN3O9S2Ti as an isolated structure at a distorted geometry from OMol25. Energies are from ωB97M-V with the def2-TZVPD basis set.

As for the total charge: -2. The frontier orbital gap (spin up / spin down) comes out at 3.2 / 3.2 eV. The expectation value of S² is 2.04. For the energy above the lowest of the compared OMol25 structures with the same formula, charge and spin, the calculation gives 111.6 kcal per mole. As for the spin multiplicity: 3. The value obtained for the LUMO energy (spin up / spin down) is 4.04 / 4.02 eV.

Geometry as XYZ:
```
75
C31H27ClFN3O9S2Ti (ωB97M-V with the def2-TZVPD basis set)
Ti -0.750 -0.254 0.275
O -2.380 0.161 1.871
S -1.625 1.394 2.086
O -1.483 1.829 3.455
O -0.296 1.206 1.417
C -2.631 2.597 1.265
C -3.231 3.590 2.023
C -4.276 4.344 1.530
C -4.780 4.076 0.230
C -4.202 3.082 -0.524
C -3.144 2.323 -0.036
S -2.312 1.215 -1.117
O -2.451 -0.211 -0.671
O -2.911 1.425 -2.422
O -0.885 1.529 -0.996
H -2.861 3.743 3.027
H -4.728 5.121 2.128
H -5.605 4.656 -0.158
H -4.543 2.859 -1.524
C 2.703 -6.809 -0.108
C 2.716 -5.938 -1.358
C 2.233 -6.689 -2.605
C 2.563 -5.842 -3.832
C 2.330 -4.369 -3.584
C 2.522 -3.462 -4.648
C 2.343 -2.116 -4.403
F 2.637 -1.244 -5.426
C 1.884 -1.615 -3.206
C 1.577 -2.515 -2.157
C 0.911 -2.124 -0.971
O 0.502 -0.877 -0.740
C 0.615 -3.165 -0.015
C 1.163 -4.411 -0.152
N 1.906 -4.750 -1.250
C 1.936 -3.890 -2.349
C -0.320 -2.954 1.105
O -0.581 -3.861 1.898
O -0.879 -1.771 1.155
H 3.369 -7.657 -0.260
H 1.707 -7.188 0.104
H 3.053 -6.236 0.748
H 3.757 -5.615 -1.543
H 1.152 -6.829 -2.520
H 2.705 -7.674 -2.668
H 1.944 -6.164 -4.676
H 3.607 -6.010 -4.123
H 2.844 -3.814 -5.616
H 1.720 -0.566 -3.044
H 0.977 -5.156 0.602
C -2.037 -2.546 -2.757
C -1.602 -1.333 -3.492
N -0.807 -0.418 -3.021
C -0.657 0.511 -3.999
C -1.379 0.152 -5.097
N -1.978 -1.039 -4.770
H -2.096 -2.286 -1.695
H -1.303 -3.345 -2.876
H -3.009 -2.884 -3.116
H -0.051 1.378 -3.838
H -1.520 0.613 -6.054
H -2.601 -1.569 -5.356
Cl 1.061 0.042 7.871
C 1.406 0.003 6.159
C 2.602 0.533 5.695
C 2.896 0.461 4.358
C 2.011 -0.158 3.419
C 2.331 -0.319 2.094
C 0.773 -0.639 3.951
C 0.478 -0.559 5.283
H 3.287 1.004 6.391
H 3.825 0.882 3.997
H 3.243 0.092 1.693
H 1.647 -0.801 1.403
H 0.052 -1.058 3.261
H -0.470 -0.921 5.655
```

# 4
Here is C31H27GeIN4PdS2 as an isolated structure at a distorted geometry from OMol25. Energies are from ωB97M-V with the def2-TZVPD basis set.

As for the total charge: +1. The frontier orbital gap (spin up / spin down) comes out at 6.6 / 5.8 eV. The expectation value of S² is 0.77. For the energy above the lowest of the compared OMol25 structures with the same formula, charge and spin, the calculation gives 61.6 kcal per mole. As for the spin multiplicity: 2. The value obtained for the LUMO energy (spin up / spin down) is -4.18 / -4.89 eV.

Geometry as XYZ:
```
67
C31H27GeIN4PdS2 (ωB97M-V with the def2-TZVPD basis set)
Pd -0.271 -0.267 0.095
C -0.672 4.798 1.953
S 0.869 3.897 1.593
C 0.366 2.242 1.660
S 1.546 0.996 1.453
N -0.866 1.912 1.926
N -1.156 0.639 1.839
C -1.361 -0.149 2.833
C -1.714 -1.523 2.547
C -2.070 -2.445 3.531
C -2.461 -3.716 3.142
C -2.517 -4.014 1.787
C -2.106 -3.052 0.874
N -1.685 -1.855 1.244
H -0.415 5.646 2.580
H -1.351 4.130 2.471
H -1.112 5.136 1.020
H -1.279 0.198 3.861
H -2.046 -2.160 4.571
H -2.728 -4.454 3.882
H -2.864 -4.972 1.436
H -2.134 -3.255 -0.190
C -4.596 -2.328 -3.670
C -3.486 -2.827 -4.333
C -2.222 -2.656 -3.796
C -2.060 -1.987 -2.590
C -3.178 -1.475 -1.939
C -4.443 -1.652 -2.470
Ge -0.233 -1.753 -1.813
C 0.414 -3.378 -0.813
C 1.064 -3.238 0.406
C 1.550 -4.353 1.068
C 1.384 -5.610 0.508
C 0.731 -5.752 -0.704
C 0.244 -4.637 -1.365
C 1.045 -1.621 -3.313
C 2.310 -2.185 -3.171
C 3.235 -2.104 -4.194
C 2.912 -1.438 -5.365
C 1.661 -0.858 -5.511
C 0.735 -0.945 -4.487
H -5.577 -2.460 -4.101
H -3.600 -3.346 -5.274
H -1.357 -3.043 -4.318
H -3.063 -0.925 -1.006
H -5.304 -1.258 -1.950
H 1.202 -2.240 0.848
H 2.061 -4.249 2.017
H 1.764 -6.482 1.020
H 0.604 -6.730 -1.142
H -0.264 -4.739 -2.314
H 2.557 -2.706 -2.255
H 4.204 -2.568 -4.079
H 3.635 -1.371 -6.164
H 1.408 -0.345 -6.427
H -0.245 -0.498 -4.601
I -1.400 1.847 -1.703
C 0.653 1.595 -2.240
C 1.191 2.153 -3.380
C 2.532 1.889 -3.631
C 3.263 1.125 -2.731
C 2.625 0.638 -1.602
N 1.333 0.860 -1.382
H 0.590 2.757 -4.043
H 3.000 2.282 -4.519
H 4.308 0.910 -2.897
H 3.144 0.063 -0.843
```